(P)
C6H11N3O as an isolated structure, computed with ωB97M-V/def2-TZVPD.

Geometry (Å):
N -0.86 -2.17 1.75
C -0.23 -1.98 0.59
C 0.72 -0.82 0.34
N 1.01 -0.68 -1.08
C 0.16 0.26 -1.80
C 0.22 1.68 -1.24
C -0.01 1.69 0.25
N -1.14 0.90 0.75
C 0.22 0.45 1.04
H 1.66 -1.10 0.84
H 1.98 -0.41 -1.19
H 0.47 0.26 -2.86
H -0.87 -0.12 -1.77
H 1.21 2.11 -1.44
H -0.52 2.32 -1.74
H 0.19 2.64 0.76
H -1.56 1.33 1.56
H 0.56 0.57 2.07
O -1.08 -2.36 -0.29
H -0.29 -1.93 2.56
H -1.83 -2.66 0.91

Results
Lowest unoccupied orbital energy   0.7 eV
Orbital gap   9.7 eV
HOMO energy   -8.98 eV
M   141.2 g/mol
Net charge   0

(Q)
A 2-piece molecular cluster, C6H11N3O overall, computed with ωB97M-V/def2-TZVPD.

Geometry (Å):
C 3.21 -0.34 0.29
C -0.44 1.23 1.11
C -0.68 -0.22 0.66
C -0.32 -0.11 -0.82
C -2.12 -0.67 0.85
C -0.27 -1.28 -1.73
N -0.24 1.95 -0.16
N -0.05 1.08 -1.18
N 3.32 0.77 -0.11
O 3.14 -1.34 0.86
H -1.32 1.65 1.62
H 0.43 1.33 1.77
H 0.00 -0.92 1.16
H -2.39 -0.65 1.91
H -2.25 -1.69 0.50
H -2.79 -0.02 0.30
H -0.85 -2.11 -1.32
H 0.76 -1.61 -1.86
H -0.66 -1.01 -2.71
H 0.40 2.73 -0.17
H 3.15 1.24 -0.97

Results
Lowest unoccupied orbital energy   0.7 eV
SMILES   CC1=NNC[C@H]1C.N=C=O
Orbital gap   8.8 eV
HOMO energy   -8.06 eV
M   141.2 g/mol
Net charge   0

So which one wins? Going from most stable to least: (Q), (P).

(P)
An isolated molecule of C7H10S, computed with ωB97M-V/def2-TZVPD.

Geometry (Å):
C -0.65 -1.65 -0.82
C 0.81 -1.13 -0.68
C 0.88 -0.25 0.52
C 1.70 0.96 0.86
C 0.38 1.13 0.20
C -1.03 1.44 0.62
C -2.05 0.81 0.01
H -0.77 -2.37 -1.65
H -1.02 -2.16 0.03
H 1.45 -2.00 -0.53
H 1.19 -0.63 -1.60
H 0.48 -0.74 1.36
H 2.51 1.27 0.21
H 1.86 1.21 1.91
H 0.47 1.41 -0.86
H -1.21 2.12 1.45
H -3.11 0.92 0.31
S -1.91 -0.34 -1.35

Results
Lowest unoccupied orbital energy   1.0 eV
SMILES   C1=C[C@H]2C[C@@H]2CCS1
Orbital gap   9.3 eV
HOMO energy   -8.33 eV
M   126.2 g/mol
Net charge   0

(Q)
An isolated molecule of C7H10S, computed with ωB97M-V/def2-TZVPD.

Geometry (Å):
C -2.39 0.22 1.03
C -1.64 -0.05 -0.27
C -1.31 -1.50 -0.29
C 0.09 -1.58 -0.29
C 0.76 -0.31 -0.58
C -0.30 0.81 -0.43
C -0.23 2.11 -0.50
H -3.39 -0.21 1.24
H -1.66 0.25 1.90
H -2.68 1.19 1.02
H -2.15 0.41 -1.14
H -2.23 -2.26 -0.32
H 0.53 -2.60 -0.61
H 1.41 -0.20 -1.56
H 1.81 0.65 1.65
H -1.26 2.71 -0.50
H 0.67 2.52 -0.96
S 2.44 -0.04 0.45

Results
Lowest unoccupied orbital energy   0.6 eV
SMILES   C=C1[C@H](C)C=C[C@@H]1S
Orbital gap   9.5 eV
HOMO energy   -8.88 eV
M   126.2 g/mol
Net charge   0

So which one wins? Going from most stable to least: (P), (Q).

(P)
A 2-piece molecular cluster, C6H11NS overall, computed with ωB97M-V/def2-TZVPD.

Geometry (Å):
C 0.07 -2.15 -0.67
C -0.23 -1.01 -0.73
C 3.67 -1.39 -0.22
C -1.12 0.62 -2.33
C -1.51 0.65 0.24
C -0.52 0.37 -0.86
N 2.98 -0.38 0.29
S 3.60 1.03 0.74
H 0.72 -2.98 -0.67
H 3.33 -2.28 -0.71
H 4.73 -1.08 -0.13
H -0.30 0.81 -2.99
H -1.84 1.46 -2.43
H -1.53 -0.37 -2.56
H -1.74 1.66 0.15
H -1.25 0.40 1.23
H -2.42 0.16 0.18
H 0.45 1.07 -0.54
H 1.99 -0.47 0.47

Results
Lowest unoccupied orbital energy (spin up / spin down)   0.0 / 0.0 eV
SMILES   C=[NH+][S-].C#CC(C)C
Orbital gap (spin up / spin down)   8.0 / 8.0 eV
HOMO energy (spin up / spin down)   -7.98 / -7.98 eV
M   129.2 g/mol
Net charge   0

(Q)
C6H11NS as an isolated structure, computed with ωB97M-V/def2-TZVPD.

Geometry (Å):
C 0.38 1.82 -0.95
C -0.64 1.02 -0.15
C -0.32 0.42 1.25
C 0.89 -0.45 0.98
C 0.43 -1.16 -0.32
C -0.93 -0.47 -0.42
H 0.55 2.78 -0.49
H 0.04 1.98 -1.95
H 1.38 1.29 -1.03
H -1.58 1.55 -0.12
H -0.36 0.94 2.14
H 1.82 0.14 0.81
H 1.12 -1.08 1.82
H 1.05 -0.95 -1.16
H 1.25 -3.30 -1.06
H -1.62 -0.80 -1.18
H -2.32 -0.14 1.04
N -1.40 -0.61 0.99
S 0.25 -2.97 -0.21

Results
Lowest unoccupied orbital energy   0.9 eV
Orbital gap   9.6 eV
HOMO energy   -8.68 eV
M   129.2 g/mol
Net charge   0

(R)
A 4-piece molecular cluster, C6H11NS overall, computed with ωB97M-V/def2-TZVPD.

Geometry (Å):
C -0.45 -2.09 0.95
C -0.63 -0.57 0.96
C 0.67 0.21 0.90
C 0.40 1.44 0.07
C 0.36 1.43 -1.40
C -0.90 1.17 -0.58
H 1.14 -2.47 1.36
H -1.45 -2.74 1.77
H -0.76 -2.56 -0.54
H -1.14 -0.01 1.92
H 1.18 0.40 1.86
H 1.35 -0.42 0.02
H 0.90 2.52 0.08
H 0.55 2.23 -1.93
H 2.74 0.50 -1.65
H -1.89 1.64 -0.92
H -2.23 -0.47 -0.15
N -1.13 -0.32 -0.31
S 1.29 0.10 -2.42

Results
Lowest unoccupied orbital energy   0.4 eV
Orbital gap   9.2 eV
HOMO energy   -8.77 eV
M   129.2 g/mol
Net charge   0

So which one wins? Going from most stable to least: (Q), (P), (R).

(P)
An isolated molecule of C21H24N2O6S, computed with ωB97M-V/def2-TZVPD.

Geometry (Å):
O -4.82 -0.85 -1.08
C -3.85 -0.24 -1.44
N -2.74 -0.80 -1.96
H -1.96 -0.20 -2.18
C -2.47 -2.21 -1.85
H -2.24 -2.62 -2.84
H -3.39 -2.67 -1.49
C -1.30 -2.48 -0.89
C -1.43 -1.67 0.37
C -0.42 -0.80 0.75
C -0.55 -0.02 1.89
C -1.70 -0.08 2.65
C -2.72 -0.94 2.28
C -2.58 -1.74 1.15
H -3.38 -2.41 0.88
H -3.62 -1.00 2.86
H -1.81 0.55 3.52
H 0.26 0.65 2.17
H 0.49 -0.73 0.16
H -1.28 -3.55 -0.65
H -0.36 -2.22 -1.38
C -3.79 1.29 -1.39
H -4.42 1.65 -0.57
H -4.15 1.70 -2.34
O -2.45 1.73 -1.20
C -2.16 2.42 -0.09
O -2.97 2.80 0.71
C -0.69 2.66 0.03
C 0.23 1.94 -0.72
C 1.57 2.15 -0.51
C 2.03 3.08 0.40
C 1.11 3.81 1.14
C -0.24 3.59 0.97
H -0.97 4.13 1.56
H 1.46 4.54 1.86
H 3.10 3.23 0.51
S 2.71 1.11 -1.42
O 4.01 1.71 -1.44
O 2.11 0.73 -2.66
N 2.71 -0.28 -0.44
C 3.46 -0.09 0.79
H 3.04 0.77 1.32
C 3.32 -1.35 1.65
H 3.95 -1.28 2.54
O 3.76 -2.50 0.95
C 3.03 -2.67 -0.24
H 3.43 -3.56 -0.72
C 3.18 -1.45 -1.15
H 2.58 -1.55 -2.06
H 4.23 -1.34 -1.44
H 1.96 -2.83 -0.01
H 2.27 -1.47 1.94
H 4.52 0.10 0.57
H -0.08 1.23 -1.46

Results
Lowest unoccupied orbital energy   -0.1 eV
SMILES   O=C(COC(=O)c1cccc(S(=O)(=O)N2CCOCC2)c1)NCCc1ccccc1
Orbital gap   9.2 eV
HOMO energy   -9.30 eV
M   432.5 g/mol
Net charge   0

(Q)
An isolated molecule of C21H24N2O6S, computed with ωB97M-V/def2-TZVPD.

Geometry (Å):
C 2.22 -1.25 1.95
C 1.65 -0.36 0.85
C 1.78 1.13 1.21
N 1.31 1.90 0.08
S 0.85 3.48 0.40
O 1.54 4.00 1.55
O 0.92 4.22 -0.83
C -0.87 3.27 0.84
C -1.51 2.08 0.58
C -2.85 1.92 0.91
C -3.55 2.99 1.47
C -2.90 4.19 1.73
C -1.55 4.33 1.43
H -1.01 5.24 1.63
H -3.44 5.01 2.17
H -4.60 2.87 1.70
C -3.53 0.62 0.62
O -4.61 0.53 0.07
N -2.82 -0.45 1.05
H -1.93 -0.29 1.50
C -3.09 -1.81 0.65
C -1.94 -2.31 -0.19
C -1.87 -1.98 -1.53
C -0.77 -2.32 -2.32
C 0.26 -2.98 -1.70
C 0.20 -3.32 -0.34
C -0.89 -2.99 0.43
H -0.92 -3.25 1.48
O 1.35 -3.96 0.02
C 2.18 -3.94 -1.12
O 1.45 -3.41 -2.21
H 2.50 -4.97 -1.36
H 3.05 -3.30 -0.93
H -0.72 -2.06 -3.36
H -2.69 -1.44 -1.98
H -4.02 -1.78 0.08
H -3.23 -2.44 1.53
H -0.96 1.28 0.10
C 2.06 1.63 -1.13
H 1.64 2.25 -1.92
C 1.90 0.13 -1.44
C 2.71 -0.27 -2.67
H 2.40 0.32 -3.52
H 2.55 -1.32 -2.89
H 3.77 -0.11 -2.48
O 2.35 -0.64 -0.34
H 0.83 -0.08 -1.61
H 3.12 1.86 -1.00
H 1.17 1.39 2.07
H 2.83 1.37 1.43
H 0.58 -0.58 0.70
H 1.71 -1.05 2.89
H 2.10 -2.29 1.68
H 3.28 -1.04 2.07

Results
Lowest unoccupied orbital energy   0.5 eV
SMILES   C[C@@H]1CN(S(=O)(=O)c2cccc(C(=O)NCc3ccc4c(c3)OCO4)c2)C[C@H](C)O1
Orbital gap   8.9 eV
HOMO energy   -8.42 eV
M   432.5 g/mol
Net charge   0

So which one wins? Going from most stable to least: (P), (Q).

(P)
A 2-piece molecular cluster, C9H15N4 overall, computed with ωB97M-V/def2-TZVPD.

Geometry (Å):
C -1.66 1.65 -0.68
C -0.15 2.00 -2.31
C -0.95 0.50 -0.25
C -1.38 -2.08 -1.99
C -1.69 -0.49 0.58
C -0.26 -1.66 -1.96
C -0.99 -1.59 1.37
C 1.08 1.30 1.94
C 1.48 -0.10 -0.03
N -1.26 2.40 -1.68
N 0.63 1.06 -1.86
N 1.87 0.97 0.79
N 0.26 0.32 -0.83
H -2.57 1.96 -0.18
H 0.15 2.52 -3.20
H -2.38 -2.39 -1.98
H -2.32 -1.00 -0.17
H -2.38 0.05 1.23
H 0.77 -1.55 -2.17
H -0.34 -1.19 2.15
H -0.42 -2.25 0.72
H -1.75 -2.19 1.86
H 0.03 1.49 1.69
H 1.13 0.48 2.66
H 1.49 2.19 2.41
H 1.23 -0.98 0.57
H 2.25 -0.33 -0.76
H 2.23 1.77 0.28

Results
Lowest unoccupied orbital energy   -5.3 eV
Orbital gap   8.3 eV
HOMO energy   -13.57 eV
M   179.2 g/mol
Net charge   +1

(Q)
A 2-piece molecular cluster, C9H15N4 overall, computed with ωB97M-V/def2-TZVPD.

Geometry (Å):
C -0.56 1.51 -0.01
C 1.83 -1.07 1.19
C -1.17 0.31 0.38
C -0.60 -0.95 0.26
C 1.71 1.17 -0.59
C 2.88 0.66 -0.23
C -2.50 0.35 0.96
C 4.22 0.58 -1.03
C 0.71 -2.89 0.30
N 0.72 1.90 -0.21
N 2.74 -0.32 0.78
N 0.52 -1.45 0.65
N -4.68 0.82 -1.03
H -1.37 2.36 -0.02
H 2.02 -1.65 2.10
H 1.03 2.90 0.06
H -3.25 0.34 0.20
H -2.68 1.16 1.72
H -2.66 -0.64 1.55
H 4.10 1.13 -2.00
H 4.45 -0.39 -1.29
H 5.05 1.19 -0.55
H -0.16 -3.21 -0.19
H 1.60 -3.08 -0.22
H 0.49 -3.34 1.21
H -4.10 0.42 -1.79
H -4.83 1.80 -1.17
H -5.53 0.36 -1.02

Results
Lowest unoccupied orbital energy   -4.6 eV
Orbital gap   7.0 eV
HOMO energy   -11.58 eV
M   179.2 g/mol
Net charge   +1

So which one wins? Going from most stable to least: (P), (Q).

(P)
A 2-piece molecular cluster, C4H5ClS2 overall, computed with ωB97M-V/def2-TZVPD.

Geometry (Å):
C -1.32 -0.25 -0.48
C -1.46 1.12 -0.32
C -0.10 -0.82 0.19
C 0.72 0.38 0.42
S 0.02 1.89 0.20
S 2.23 0.32 1.38
Cl 1.79 0.17 -1.96
H -2.19 -0.76 -0.62
H -2.15 1.76 -0.89
H -0.23 -1.17 1.28
H 0.44 -1.73 -0.34
H 2.27 -0.92 1.14

Results
Lowest unoccupied orbital energy (spin up / spin down)   -1.2 / -1.2 eV
Orbital gap (spin up / spin down)   7.3 / 7.3 eV
HOMO energy (spin up / spin down)   -8.46 / -8.46 eV
M   152.7 g/mol
Net charge   0

(Q)
A 2-piece molecular cluster, C4H5ClS2 overall, computed with ωB97M-V/def2-TZVPD.

Geometry (Å):
C -0.46 -1.76 1.74
C 0.34 -2.22 0.97
C -0.57 1.42 -0.09
C 0.77 1.11 -0.52
S -1.19 -0.74 -1.82
S -1.93 0.63 -0.79
Cl 1.21 -2.77 -0.40
H -0.52 -1.31 2.70
H -0.91 2.36 0.36
H 1.42 1.77 0.00
H 0.82 1.47 -1.53
H 1.00 0.05 -0.61

Results
Lowest unoccupied orbital energy (spin up / spin down)   -0.6 / -0.6 eV
Orbital gap (spin up / spin down)   7.7 / 7.7 eV
HOMO energy (spin up / spin down)   -8.21 / -8.21 eV
M   152.7 g/mol
Net charge   0

So which one wins? Going from most stable to least: (P), (Q).

(P)
A 2-piece molecular cluster, C3H10NP overall, computed with ωB97M-V/def2-TZVPD.

Geometry (Å):
C 0.33 1.01 0.44
C 1.13 -1.24 0.91
C -0.01 -0.43 0.35
N -1.92 0.14 -1.05
P -0.68 -0.88 -1.37
H -0.50 1.69 0.20
H 0.61 1.28 1.53
H 1.14 1.28 -0.23
H 1.94 -1.44 0.13
H 0.69 -2.11 1.43
H 1.58 -0.61 1.69
H -0.89 -0.65 0.86
H -2.56 0.40 -1.81
H -1.88 0.76 -0.25
H 1.02 0.80 -2.84

Results
Lowest unoccupied orbital energy (spin up / spin down)   0.2 / -0.2 eV
Orbital gap (spin up / spin down)   9.3 / 6.8 eV
HOMO energy (spin up / spin down)   -9.11 / -6.98 eV
M   91.1 g/mol
Net charge   0

(Q)
An isolated molecule of C3H10NP, computed with ωB97M-V/def2-TZVPD.

Geometry (Å):
C 0.72 1.25 -0.52
C 1.45 -0.98 0.35
C 0.28 -0.04 0.15
N -0.76 -0.69 -0.59
P -2.80 0.06 -0.24
H 1.12 1.93 0.36
H 1.43 1.03 -1.34
H -0.13 1.83 -0.87
H 2.07 -1.37 -0.41
H 1.13 -1.93 0.97
H 2.19 -0.38 0.98
H -0.17 0.19 1.26
H -0.82 -0.18 -1.55
H -3.36 -1.17 0.31
H -2.35 0.44 1.14

Results
Lowest unoccupied orbital energy   0.2 eV
SMILES   CC(C)NP
Orbital gap   9.0 eV
HOMO energy   -8.83 eV
M   91.1 g/mol
Net charge   0

(R)
A 2-piece molecular cluster, C3H10NP overall, computed with ωB97M-V/def2-TZVPD.

Geometry (Å):
C -1.95 2.78 0.05
C 1.27 0.52 0.54
C 0.83 -3.34 -0.63
N -0.79 1.94 0.09
P -0.48 0.58 0.84
H -2.76 2.03 0.21
H -2.15 3.38 -0.86
H -1.97 3.45 0.82
H 1.33 0.86 -0.56
H 1.67 1.34 1.18
H 1.67 -0.46 0.62
H 1.40 -4.05 -1.23
H 1.43 -2.65 -0.03
H 0.35 -2.49 -1.09
H 0.15 -3.89 0.06

Results
Lowest unoccupied orbital energy   0.1 eV
SMILES   C/N=P/C.C
Orbital gap   8.4 eV
HOMO energy   -8.39 eV
M   91.1 g/mol
Net charge   0

So which one wins? Going from most stable to least: (R), (Q), (P).

(P)
A 2-piece molecular cluster, C9H14FNO overall, computed with ωB97M-V/def2-TZVPD.

Geometry (Å):
C 2.53 -1.30 0.51
C 1.21 -1.43 0.36
C 2.12 2.32 0.12
C 3.49 -2.18 -0.16
C -3.10 1.54 0.89
C -1.89 1.17 -0.01
C -2.04 -0.29 -0.61
C -0.71 -0.85 -1.14
C -0.01 -1.47 0.09
N 1.16 2.96 0.48
O 3.12 1.79 -0.18
F -0.88 -2.22 0.88
H 3.75 -3.00 0.37
H 4.28 -1.71 -0.64
H 3.04 -2.78 -0.94
H -3.32 0.96 1.72
H -3.90 1.38 0.22
H -2.91 2.65 1.27
H -1.06 1.15 0.73
H -1.69 1.85 -0.77
H -2.64 -0.36 -1.52
H -2.51 -0.79 0.24
H -1.01 -1.54 -1.82
H -0.10 -0.16 -1.53
H 2.86 -0.57 1.12
H 0.20 2.86 0.31

Results
Lowest unoccupied orbital energy   0.7 eV
SMILES   CC=C=C(F)CCCC.N=C=O
Orbital gap   10.1 eV
HOMO energy   -9.38 eV
M   171.2 g/mol
Net charge   0

(Q)
A 2-piece molecular cluster, C9H14FNO overall, computed with ωB97M-V/def2-TZVPD.

Geometry (Å):
C 1.69 1.49 0.60
C 0.72 0.70 0.95
C -3.12 2.65 0.98
C 3.14 1.15 0.72
C 0.56 -2.38 -1.89
C 0.06 -0.95 -1.78
C -1.18 -0.80 -0.90
C -0.96 -1.14 0.57
C -0.22 -0.10 1.34
N -3.06 2.49 2.16
O -3.35 2.91 -0.12
F -0.67 0.02 2.64
H 3.63 1.85 1.41
H 3.64 1.24 -0.25
H 3.27 0.14 1.10
H -0.25 -3.06 -2.14
H 1.01 -2.71 -0.95
H 1.32 -2.46 -2.66
H -0.20 -0.59 -2.78
H 0.86 -0.31 -1.40
H -1.96 -1.46 -1.29
H -1.55 0.22 -0.98
H -1.94 -1.26 1.06
H -0.44 -2.10 0.66
H 1.47 2.47 0.17
H -2.47 2.00 2.80

Results
Lowest unoccupied orbital energy   0.8 eV
SMILES   CC=C=C(F)CCCC.N=C=O
Orbital gap   10.2 eV
HOMO energy   -9.44 eV
M   171.2 g/mol
Net charge   0

So which one wins? Going from most stable to least: (Q), (P).